[1]
A structure of composition H10O5. Source: OMol25; level of theory: wB97M-V/def2-TZVPD.

Structure (XYZ):
```
15
Properties=species:S:1:pos:R:3:forces:R:3:mulliken_charge:R:1
O 9.689520 -7.722770 15.566630 0.7 0.0 0.0 -0.610
H 9.213800 -7.367390 16.317380 -0.2 -0.1 0.3 0.321
H 9.596460 -7.056090 14.886100 0.4 0.3 0.1 0.331
O 5.911190 -6.133680 12.284040 -1.0 6.5 -0.6 -0.801
H 5.394530 -6.040590 11.483640 -0.1 0.5 -0.1 0.244
H 6.067200 -7.074950 12.360870 -1.5 3.3 -0.7 0.372
O 6.294430 -8.116760 12.468280 -0.1 -10.1 -3.1 -0.637
H 7.106340 -8.294990 11.993650 0.6 -0.2 -0.2 0.370
H 5.729060 -8.861910 12.264960 -0.7 -0.5 0.2 0.340
O 6.718010 -8.943120 15.749260 -4.5 -4.2 6.6 -0.828
H 7.263820 -8.627230 15.029160 0.6 -2.1 2.9 0.480
H 6.212960 -8.176960 16.021560 -0.1 -0.1 0.2 0.239
O 7.523180 -8.006830 14.238830 5.7 6.6 -7.1 -0.593
H 8.143440 -7.321370 13.990520 0.3 0.1 0.1 0.215
H 6.780860 -7.884630 13.647000 -0.2 -0.1 1.2 0.557
```
Positions in Å, forces in eV/Å.

Summary:
DFT total energy = -381.9434 Ha
spin multiplicity = 1
highest occupied orbital energy = -9.42 eV
frontier orbital gap = 9.12 eV
strongest force on any atom = 11.27 eV/A


[2]
The molecule C4H7NO2S. Source: OMol25; level of theory: wB97M-V/def2-TZVPD.

Structure (XYZ):
```
15
Properties=species:S:1:pos:R:3:forces:R:3:mulliken_charge:R:1
C -0.837916 -0.942448 -2.277240 1.2 0.8 -0.4 -0.678
C 0.132939 0.300885 -0.550128 0.4 0.4 -0.9 0.451
C -0.189363 -0.113202 1.979003 -0.3 -1.1 -1.9 0.492
C -0.021872 -1.619803 1.885852 -1.3 0.4 0.6 -0.936
H -1.385685 -0.061790 -2.598468 -0.2 -0.2 -0.7 0.337
H -1.342774 -1.881225 -2.480972 -0.1 0.0 0.5 0.222
H 0.182626 -0.898468 -2.733629 -1.0 -0.3 0.1 0.307
H 0.645256 1.430806 1.052819 0.3 1.0 -0.4 0.234
H -0.937275 -2.141777 1.542754 0.1 0.5 0.8 0.259
H 0.623023 -1.856177 1.097167 1.5 -0.2 -1.0 0.360
H 0.358028 -1.972287 2.843929 -0.3 -0.2 -0.1 0.306
N 0.176671 0.603141 0.772638 -0.5 -0.9 1.1 -0.143
O -0.669557 -0.714331 -0.872261 0.2 -0.4 1.0 -0.329
O -0.527308 0.511960 2.931509 0.2 0.2 0.6 -0.516
S 0.980768 1.189083 -1.676936 -0.1 0.0 0.6 -0.363
```
Positions in Å, forces in eV/Å.

Summary:
SMILES string = COC(=S)NC(C)=O
DFT total energy = -760.0319 Ha
spin multiplicity = 1
highest occupied orbital energy = -8.83 eV
frontier orbital gap = 9.29 eV
strongest force on any atom = 2.22 eV/A


[3]
A cluster of 2 separate species, CH5O2 in total. Source: OMol25; level of theory: wB97M-V/def2-TZVPD.

Structure (XYZ):
```
8
Properties=species:S:1:pos:R:3:forces:R:3:mulliken_charge:R:1
C 1.157614 0.109246 0.031530 -0.4 -0.2 -0.2 -0.555
O 0.128178 0.341025 -0.821076 -0.1 0.1 -0.3 -0.883
H 1.707785 1.021258 0.324487 0.2 0.3 0.2 0.162
H 0.852580 -0.379767 0.992416 0.1 0.0 0.1 0.161
H 1.946253 -0.561622 -0.388439 0.0 -0.1 0.0 0.158
H -2.020225 -0.876085 0.265388 -0.2 0.3 -0.1 0.255
H -1.460132 0.330267 -0.429193 0.4 -0.2 0.4 0.438
O -2.312052 0.015679 0.024886 0.0 -0.3 -0.1 -0.735
```
Positions in Å, forces in eV/Å.

Summary:
net charge = -1
DFT total energy = -191.5692 Ha
spin multiplicity = 1
highest occupied orbital energy = -2.62 eV
frontier orbital gap = 7.50 eV
strongest force on any atom = 0.58 eV/A


Energy relative to the best compared isomer or geometry (same formula, charge and spin), record by record: 7.641, 1.215, 0.082 eV